[1]
DFT (ωB97M-V/def2-TZVPD) results for an isolated molecule of C10H7Cl3N4O2.

The geometry in XYZ format:
```
26
Properties=species:S:1:pos:R:3:mulliken_charge:R:1
Cl -2.0630 2.1248 -4.1400 -0.188
Cl 1.5077 3.6329 -0.4628 -0.222
Cl -3.4264 0.1986 -2.0582 -0.185
O 2.6294 -0.8251 0.7461 -0.574
O 0.0595 1.5451 1.3230 -0.532
N 0.4620 -1.0897 1.3655 -0.244
N 0.3431 -2.4187 1.0326 0.013
N 0.7351 -4.5485 0.8238 -0.475
N -0.4036 -4.2729 0.1703 -0.436
C -0.3753 1.7115 0.0323 0.119
C 1.1861 -3.4494 1.3398 0.075
C -0.3320 2.7134 -2.1664 -0.702
C 0.1909 2.6013 -0.8872 0.573
C -0.6372 -3.0043 0.2792 -0.089
C -1.4362 1.9698 -2.5500 0.331
C -2.0381 1.1144 -1.6289 -0.143
C -1.5024 0.9929 -0.3582 -0.230
C 1.5941 -0.3628 1.1487 0.582
C 1.3992 1.1118 1.5083 -0.577
H 2.0851 -3.3344 1.9063 0.426
H 0.1191 3.3973 -2.8676 0.432
H 2.1213 1.6971 0.9345 0.255
H -1.9866 0.3460 0.3561 0.540
H -0.3670 -0.6231 1.7132 0.439
H -1.4711 -2.4760 -0.1341 0.465
H 1.6062 1.2480 2.5738 0.346
```

* 2S+1: 1
* structure (SMILES): O=C(COc1cc(Cl)c(Cl)cc1Cl)Nn1cnnc1
* LUMO: 0.123 eV
* total charge: 0

[2]
DFT (ωB97M-V/def2-TZVPD) results for an isolated molecule of C4H12N2S.

The geometry in XYZ format:
```
19
Properties=species:S:1:pos:R:3:mulliken_charge:R:1
S -3.3108 -1.5265 -1.7931 -0.248
N 2.2726 0.1360 2.0236 -0.535
N -0.1784 0.0407 0.2436 -0.384
C 1.9610 1.0303 0.9445 -0.479
C 1.1878 0.3525 -0.1962 -0.676
C -2.4806 -0.4540 -0.5507 -0.314
C -1.0451 -0.1675 -0.9082 -0.781
H -2.5622 -0.9672 0.4077 0.288
H 2.7800 0.5835 2.7745 0.208
H -2.2730 -2.0245 -2.4818 0.114
H 1.2775 1.8754 1.1885 0.267
H -0.6151 -0.8247 -1.6908 0.329
H 1.6796 -0.5491 -0.5867 0.399
H 2.8359 1.5800 0.5924 0.380
H 1.5003 -0.4546 2.2899 0.155
H -0.9058 0.7013 -1.5844 0.354
H 1.1711 1.0661 -1.0189 0.398
H -3.1362 0.4090 -0.4371 0.310
H -0.1586 -0.8070 0.7832 0.217
```

* 2S+1: 1
* structure (SMILES): NCCNCCS
* LUMO: 1.007 eV
* total charge: 0

[3]
DFT (ωB97M-V/def2-TZVPD) results for an isolated molecule of C3H5NO2.

The geometry in XYZ format:
```
11
Properties=species:S:1:pos:R:3:mulliken_charge:R:1
O 0.0542 0.4411 -0.9064 -0.401
O -1.9918 0.4428 -1.8556 -0.491
N -0.1332 -0.2547 1.3631 -0.370
C -0.6558 0.1961 0.3210 0.065
C 1.2674 -0.6161 1.4170 -0.694
C -0.7970 0.6097 -1.9690 0.139
H 1.7428 -0.0229 2.2044 0.261
H -1.7073 0.4563 0.2688 0.410
H -0.9222 0.8777 -3.0305 0.524
H 1.8010 -0.4632 0.4736 0.291
H 1.3420 -1.6670 1.7136 0.265
```

* 2S+1: 1
* structure (SMILES): C/N=C\OC=O
* LUMO: 0.947 eV
* total charge: 0

[4]
DFT (ωB97M-V/def2-TZVPD) results for a 6-piece molecular cluster, C40H81F4N2O8 overall.

The geometry in XYZ format:
```
135
Properties=species:S:1:pos:R:3:mulliken_charge:R:1
F -1.9142 -5.8970 -2.1767 -0.281
F -0.3630 -7.3542 -1.8070 -0.300
F 0.0252 -5.8300 -3.2953 -0.255
F -1.8985 -0.6428 2.1516 -0.371
O -0.4847 5.1778 1.9424 -0.496
O -4.9452 7.4632 3.3766 -0.520
O 2.9825 -5.7562 4.0881 -0.374
O 0.2493 -2.2527 4.7838 -0.445
O -0.8022 0.7755 -6.6223 -0.424
O -5.1219 0.5202 -3.6328 -0.551
O -0.9804 -4.6887 -0.0614 -0.561
O 0.6486 -2.9124 6.8581 -0.418
N -0.0737 -0.7727 -0.1152 1.113
N 0.0961 -1.8018 -0.9170 -0.726
C -0.3388 0.5259 -3.1623 -0.653
C -0.2129 7.5211 2.4386 -1.265
C 3.0874 -7.4712 5.7804 -1.345
C 1.3243 -1.7670 1.6882 -0.501
C -0.8005 6.4955 1.4826 0.335
C 4.6378 -2.7809 -0.5420 -1.215
C 2.2979 -4.1877 1.2363 -0.584
C -2.3090 6.6458 1.3706 -1.189
C 4.4346 -2.6458 1.0174 0.097
C 0.0367 -5.1827 -0.9307 0.015
C 3.8683 -1.6159 -1.3115 1.426
C -5.0461 -0.7950 -4.1858 0.498
C -1.4110 0.0981 -2.0883 -0.758
C 4.8248 -0.5970 -2.0167 -1.123
C -0.0714 0.7925 -8.9187 -1.355
C 0.7322 -2.0343 6.0720 0.203
C 0.5448 2.6422 -7.3366 -1.267
C -1.9955 1.8129 2.2982 -1.368
C 1.9375 -1.7160 3.0894 -1.020
C 3.7851 -3.9006 1.6756 -1.185
C -4.6654 9.8057 3.8673 -1.247
C 2.8751 -7.1681 4.3065 0.312
C 1.5141 -7.6525 3.8319 -1.137
C 0.9506 -3.9834 -1.4450 -1.595
C 3.8470 1.3797 -0.5559 0.154
C 0.8215 -2.7861 -0.4547 -0.071
C -6.3536 -1.1284 -4.8866 -1.452
C -1.1786 0.5017 2.5732 0.403
C 1.5060 -2.9434 0.8181 1.424
C -6.7652 8.9336 2.8010 -1.396
C 5.1143 0.7063 -1.1949 -0.942
C 0.2731 0.5420 1.9266 -2.160
C -0.5696 -6.0290 -2.1037 0.759
C -5.2568 8.7785 2.9144 0.564
C 0.2750 1.1528 -7.4829 0.375
C -3.8676 -0.8753 -5.1435 -0.966
C 1.2559 -2.8853 3.9466 -0.568
C 3.9330 1.2471 1.0221 -0.838
C -0.9392 0.3309 -0.6273 -0.219
C 0.5132 -0.7522 1.0871 1.401
H -7.0338 9.9249 2.4312 0.371
H -6.5516 -0.4199 -5.6962 0.364
H -7.2452 8.7818 3.7722 0.352
H 2.3083 -4.9587 0.4344 0.607
H -0.2725 -0.2768 -9.0076 0.329
H 0.6274 -0.0073 -3.0452 0.077
H 2.8846 0.9072 -0.8515 -0.222
H -4.8014 8.8881 1.9279 0.221
H 2.0144 -3.4234 4.5476 0.180
H 3.0295 -8.5433 5.9749 0.409
H 2.2919 -5.3264 4.6070 0.160
H 0.7106 -7.1515 4.3804 0.297
H 4.3654 -3.7897 -0.9229 0.445
H -0.9766 1.3146 -9.2424 0.353
H -2.9383 -0.6230 -4.6280 0.033
H -0.1864 1.6244 -3.0041 0.349
H 3.0239 -1.9570 3.0857 0.491
H -1.1111 0.3978 3.6811 0.455
H -5.0757 9.6828 4.8739 0.333
H 1.7415 -0.7923 3.6593 0.557
H 0.7420 1.0523 -9.5985 0.391
H 5.8022 -1.0840 -2.2374 0.395
H 1.9929 -4.3784 -1.4459 0.235
H -4.8715 10.8230 3.5295 0.367
H 3.2117 0.4808 1.4104 -0.091
H -1.5855 1.2690 -6.8941 0.283
H 3.8247 -3.8781 2.7899 0.224
H 0.6817 -3.5491 3.2721 0.563
H -2.7814 1.6509 1.5234 0.388
H -4.8901 -1.4848 -3.3533 0.292
H 1.3765 2.9572 -7.9694 0.386
H -2.5124 2.1615 3.2232 0.368
H 4.3756 -4.8061 1.3957 0.575
H -1.5594 -4.1035 -0.5794 0.360
H -0.3400 3.2255 -7.6081 0.341
H -7.1773 8.1845 2.1223 0.343
H -0.3635 1.2858 -0.6230 0.295
H 1.1532 0.5875 -7.1642 0.260
H -3.9797 -0.1591 -5.9628 0.330
H -2.7900 6.4901 2.3400 0.257
H 5.9390 0.5279 -0.4644 0.411
H 3.6749 2.2031 1.5351 0.319
H -0.3451 6.6095 0.4968 0.257
H -5.3428 7.3531 4.2487 0.329
H -7.1906 -1.0567 -4.1898 0.345
H 0.3735 1.4571 1.2978 0.597
H 1.0114 0.6589 2.7397 0.715
H -2.5803 7.6375 1.0038 0.382
H -0.4225 8.5385 2.1036 0.386
H 4.3715 -0.3322 -2.9967 0.374
H 5.7231 -2.6495 -0.7596 0.469
H 1.2005 -1.0713 6.3974 0.371
H -3.7705 -1.8760 -5.5689 0.407
H -1.8263 -0.9131 -2.2830 0.354
H 4.9348 0.9390 1.3848 0.414
H 4.0631 -7.1090 6.1095 0.331
H -1.8347 0.4638 0.0176 -0.025
H -2.7197 5.8971 0.6894 0.321
H -0.7519 0.4465 -4.2095 0.085
H 1.8013 -4.6926 2.1004 0.004
H -6.3324 -2.1368 -5.3041 0.366
H 0.7046 -3.6701 -2.4783 0.688
H 3.3036 -2.1360 -2.1298 0.150
H 5.4575 -2.5535 1.4634 0.749
H -1.3246 2.6657 1.9821 0.315
H 1.3707 -7.4193 2.7739 0.172
H 3.1017 -1.1537 -0.6567 -1.043
H -3.5839 9.6766 3.9469 0.297
H 3.9182 -1.6942 1.2635 -0.576
H 0.8688 7.3957 2.5183 0.327
H -2.2656 0.8022 -2.2527 0.363
H 1.4088 -8.7298 3.9683 0.437
H 2.3362 -6.9643 6.3934 0.343
H 5.5328 1.4501 -1.9197 0.330
H -0.8823 5.0658 2.8145 0.330
H 3.6606 -7.6447 3.7170 0.327
H 3.7540 2.4599 -0.8149 0.531
H -0.6235 7.3937 3.4446 0.320
H -5.2604 1.1394 -4.3595 0.359
H 0.6224 -5.8876 -0.3013 0.413
H 0.7823 2.8888 -6.2996 0.294
```

* 2S+1: 1
* LUMO: -3.778 eV
* total charge: +1

[5]
DFT (ωB97M-V/def2-TZVPD) results for C20H14I2N3O5SbSe4Ta as an isolated structure.

The geometry in XYZ format:
```
50
Properties=species:S:1:pos:R:3:mulliken_charge:R:1
Ta 0.4876 -0.6745 -0.9256 1.177
I 2.0537 -4.6707 -3.0041 0.107
I 1.9070 -0.2863 -7.1049 0.087
Sb -2.9833 0.1274 2.6742 0.526
Se -1.8983 -1.0286 -0.0520 -0.213
Se -5.1243 1.1536 2.4852 -0.639
Se -1.1963 -2.3526 -1.9615 -0.406
Se -2.8695 -1.7296 4.1933 -0.672
O -0.6103 2.4919 -3.3463 -0.627
O 0.3870 1.4798 3.0918 -0.652
O 1.8786 2.4139 1.6761 -0.854
O -0.2985 0.6392 -2.1579 -0.267
O 1.9633 -2.0887 -1.1817 -0.654
N -0.2424 2.2048 -0.0605 0.008
N 1.1309 -1.1403 1.1724 0.295
N 2.1141 0.7687 -0.4262 -0.129
C -2.3481 3.0978 -0.7122 -0.822
C -1.5771 3.2823 1.5644 -0.831
C 2.9451 -0.8809 2.7049 -0.858
C -0.4215 2.6040 1.1939 0.623
C 2.3840 -0.7162 1.4608 1.125
C 2.0339 -0.8859 -5.1150 -0.454
C 0.4090 -1.7089 2.1516 -0.287
C 2.1840 -0.3443 -2.7604 1.160
C 2.0951 -2.6577 -3.5110 -0.469
C 2.1957 -1.4822 3.7053 -0.376
C -1.1561 2.4663 -0.9876 0.697
C 2.5014 0.8723 -1.8484 -1.454
C 0.9089 -1.8940 3.4243 -0.892
C 2.0829 0.0454 -4.1163 -1.462
C 0.7210 2.1357 2.0978 0.205
C 3.0875 -0.0247 0.3431 -1.381
C 2.0632 -2.2573 -4.8182 -0.043
C 2.1394 -1.7180 -2.4564 0.811
C -0.6901 1.9008 -2.3020 -0.002
C -2.5509 3.5076 0.6050 -0.117
H 2.0289 -2.9893 -5.6125 0.346
H 2.0377 1.1002 -4.3529 0.392
H -0.6040 -2.0011 1.9154 0.740
H -3.0926 3.2604 -1.4783 0.491
H 3.4510 -0.7723 -0.3647 0.479
H 4.0039 0.5022 0.6122 0.549
H -3.4833 3.9807 0.8830 0.460
H 0.2453 -2.3105 4.1685 0.398
H 2.6026 -1.5915 4.7018 0.397
H 3.5763 1.0624 -1.9385 0.673
H 1.9941 1.7043 0.0106 0.388
H 1.9681 1.7106 -2.2885 0.459
H -1.7310 3.5726 2.5944 0.490
H 3.9323 -0.4840 2.8927 0.479
```

* 2S+1: 1
* LUMO: 0.825 eV
* total charge: -1

Table of total energy (a.u.), in record order: -2135.30814; -667.26169; -322.47106; -2683.27579; -11809.64884
Table of HOMO energy (eV), in record order: -9.59; -9.00; -10.04; -11.72; -4.03
Table of max |F| (eV Å⁻¹), in record order: 1.208; 2.130; 3.843; 3.382; 3.634